Below is a structure of composition C20H34Cl2N3O4Sc, with properties calculated with ωB97M-V with the def2-TZVPD basis set.

ORCA input file:
```
! wB97M-V def2-TZVPD RIJCOSX def2/J DEFGRID3
* xyz 0 1
O 1.04 -0.84 -1.23
C 2.14 -1.62 -1.45
C 1.74 -2.95 -2.14
C 0.41 -3.36 -2.23
H -0.37 -2.73 -1.80
C 0.08 -4.58 -2.83
H -0.98 -4.85 -2.95
C 1.09 -5.45 -3.26
H 0.84 -6.42 -3.70
C 2.44 -5.06 -3.11
H 3.24 -5.74 -3.43
C 2.75 -3.81 -2.58
H 3.79 -3.48 -2.47
H 2.84 -1.10 -2.14
C 3.72 -0.69 0.39
C 2.91 -1.84 -0.14
H 4.41 -1.03 1.17
H 3.05 0.03 0.89
H 4.27 -0.15 -0.39
C 2.59 -2.91 0.60
C 2.98 -3.15 2.02
H 1.92 -3.68 0.20
H 3.61 -4.05 2.14
H 2.07 -3.32 2.62
H 3.50 -2.28 2.45
Sc -0.11 0.08 0.16
Cl -1.78 -1.66 -0.08
Cl 0.87 -0.49 2.30
H -1.98 -0.81 -5.18
H -3.96 -0.12 -3.50
C -1.49 -1.08 -4.23
C -3.26 -0.28 -2.67
N -1.90 -0.18 -3.17
H -0.40 -0.98 -4.35
C -1.00 0.65 -2.65
O -1.09 1.18 -1.52
H -3.41 0.47 -1.89
H -0.13 0.85 -3.30
H -1.73 -2.12 -3.99
H -3.43 -1.27 -2.23
H 2.51 4.84 0.44
H 2.68 4.96 -2.21
C 3.05 3.89 0.29
C 3.03 3.92 -2.19
N 2.63 3.26 -0.96
H 2.83 3.22 1.12
C 1.70 2.30 -0.94
O 1.22 1.84 0.12
H 2.58 3.39 -3.04
H 1.38 1.94 -1.94
H 4.12 4.10 0.22
H 4.12 3.91 -2.29
C -2.90 2.86 3.04
N -2.44 1.53 3.40
C -2.63 1.04 4.76
C -1.87 0.79 2.46
O -1.59 1.23 1.31
H -3.44 3.26 3.90
H -3.54 2.80 2.15
H -2.05 3.51 2.78
H -3.12 0.06 4.74
H -1.66 0.89 5.28
H -3.23 1.75 5.32
H -1.64 -0.25 2.75
*
```

- DFT total energy (eV) = -79704.054
- HOMO (eV) = -7.64
- frontier orbital gap (eV) = 7.892


Below is a cluster of 2 separate species, C9H9Cl4NO3 in total, with properties calculated with ωB97M-V with the def2-TZVPD basis set.

ORCA input file:
```
! wB97M-V def2-TZVPD RIJCOSX def2/J DEFGRID3
* xyz 0 1
O -0.41 -0.29 2.70
C -0.95 -0.76 1.69
C -2.26 -0.18 1.13
O -2.48 1.05 1.13
C -3.23 -1.16 0.72
Cl -4.82 -0.62 0.51
C -2.84 -2.46 0.41
Cl -4.01 -3.58 -0.13
C -1.46 -2.86 0.50
Cl -1.00 -4.43 -0.05
C -0.52 -2.00 1.04
Cl 1.10 -2.50 1.29
C 2.56 1.64 -2.31
C 2.28 1.46 -0.84
O 2.62 2.68 -0.19
C 0.80 1.05 -0.61
N 0.35 0.92 0.71
H 2.29 0.74 -2.87
H 1.98 2.48 -2.72
H 3.63 1.84 -2.49
H 2.91 0.65 -0.43
H 2.20 2.69 0.67
H 0.17 1.78 -1.13
H 0.67 0.07 -1.12
H -0.58 1.30 0.95
H 0.97 0.50 1.43
*
```

- DFT total energy (eV) = -67198.906
- energy relative to the best compared isomer or geometry (same formula, charge and spin) (kcal per mole) = 11.0
- SMILES = O=C1C(=O)C(Cl)=C(Cl)C(Cl)=C1Cl.C[C@@H](O)CN
- HOMO (eV) = -9.12
- frontier orbital gap (eV) = 6.544